# 1
DFT (ωB97M-V/def2-TZVPD) results for a 6-piece molecular cluster, C8H24O5 overall.

Element x y z (Å)
1 C -2.85 -1.83 -1.72
2 C -2.53 -0.56 -1.91
3 C -1.65 0.24 -0.97
4 C -0.51 0.92 -1.69
5 C 0.25 0.29 -2.57
6 C -0.27 2.38 -1.36
7 C 1.09 2.69 -0.72
8 C 1.18 2.27 0.76
9 H -3.50 -2.38 -2.39
10 H -2.52 -2.44 -0.88
11 H -2.88 0.03 -2.75
12 H -2.28 0.97 -0.45
13 H -1.28 -0.43 -0.18
14 H 1.07 0.79 -3.07
15 H 0.11 -0.75 -2.86
16 H -1.08 2.78 -0.73
17 H -0.33 2.95 -2.29
18 H 1.28 3.76 -0.78
19 H 1.88 2.16 -1.26
20 H 2.21 2.38 1.11
21 H 0.52 2.90 1.35
22 H 0.91 1.24 0.94
23 O 2.52 -0.94 -0.11
24 H 2.42 -0.66 0.83
25 H 2.22 -0.16 -0.60
26 O -0.02 -2.00 2.58
27 H -0.72 -1.31 2.56
28 H 0.04 -2.41 1.69
29 O 0.47 -2.77 0.05
30 H 1.29 -2.23 -0.12
31 H -0.06 -2.68 -0.76
32 O 2.06 -0.31 2.52
33 H 1.29 -0.94 2.60
34 H 2.76 -0.65 3.09
35 O -1.26 0.50 2.68
36 H -1.35 1.06 1.89
37 H -0.48 0.80 3.14

The total energy comes out at -18922.68419 eV. Its multiplicity is 1. For the energy relative to the best compared isomer or geometry (same formula, charge and spin), the calculation gives 0.00 kJ/mol. The structure (SMILES) is C=CCC(=C)CCC.O.O.O.O.O.

---

# 2
DFT (ωB97M-V/def2-TZVPD) results for a 3-piece molecular cluster, C8H25BFNO5P2 overall in a non-equilibrium geometry.

Element x y z (Å)
1 N -2.40 2.53 2.07
2 P -3.75 3.29 1.55
3 B -5.30 2.09 1.58
4 F -5.16 0.63 1.32
5 P -6.99 2.96 2.02
6 O -6.68 4.26 2.89
7 H -2.09 3.12 2.90
8 H -4.03 4.46 2.39
9 H -3.63 3.75 0.18
10 H -7.82 2.10 2.82
11 H -7.60 3.32 0.74
12 C 0.61 -0.86 -2.21
13 O -0.24 -1.04 -1.08
14 C -0.54 0.19 -0.43
15 C -1.94 0.69 -0.79
16 O -2.02 1.08 -2.17
17 C -2.66 0.09 -2.97
18 H 0.63 -1.79 -2.79
19 H 0.26 -0.05 -2.86
20 H 1.63 -0.64 -1.87
21 H 0.22 0.95 -0.65
22 H -0.50 -0.01 0.65
23 H -2.16 1.59 -0.20
24 H -2.70 -0.07 -0.55
25 H -3.73 0.09 -2.77
26 H -2.25 -0.91 -2.78
27 H -2.49 0.34 -4.02
28 C 6.01 -3.28 -0.11
29 O 5.02 -2.58 -0.86
30 C 3.70 -2.80 -0.36
31 C 3.21 -1.61 0.47
32 O 3.96 -1.47 1.68
33 C 4.93 -0.44 1.60
34 H 6.99 -2.90 -0.41
35 H 5.88 -3.13 0.96
36 H 5.96 -4.35 -0.35
37 H 3.65 -3.73 0.22
38 H 3.04 -2.92 -1.23
39 H 2.17 -1.78 0.75
40 H 3.24 -0.68 -0.12
41 H 4.44 0.54 1.64
42 H 5.53 -0.51 0.68
43 H 5.60 -0.53 2.46

The total energy comes out at -42395.91677 eV. Its multiplicity is 1. The structure (SMILES) is N=[PH2]B(F)[PH2]=O.COCCOC.COCCOC.

---

# 3
DFT (ωB97M-V/def2-TZVPD) results for a 2-piece molecular cluster, C8H25BNO2P2S overall in a non-equilibrium geometry.

Element x y z (Å)
1 C -0.96 -0.17 -0.81
2 C -0.47 -0.82 -2.09
3 C -1.03 -0.13 -3.33
4 C 1.07 -1.02 -2.18
5 P 2.08 0.01 -1.07
6 P 1.67 2.18 -1.44
7 S 0.99 3.15 0.08
8 B 2.06 -0.45 0.84
9 O 2.36 0.59 1.64
10 N 1.81 -1.73 1.39
11 C 1.87 -2.89 0.49
12 C 0.67 -1.81 2.32
13 H -0.74 0.89 -0.74
14 H -0.61 -0.71 0.07
15 H -2.04 -0.24 -0.78
16 H -0.90 -1.81 -2.11
17 H -2.08 -0.34 -3.44
18 H -0.55 -0.53 -4.21
19 H -0.92 0.95 -3.29
20 H 1.30 -2.07 -2.08
21 H 1.39 -0.76 -3.19
22 H 3.40 -0.16 -1.49
23 H 0.72 2.13 -2.48
24 H 2.83 2.67 -2.05
25 H 2.84 0.21 2.40
26 H 0.91 -3.03 0.00
27 H 2.02 -3.78 1.08
28 H 2.66 -2.80 -0.25
29 H 0.53 -0.86 2.80
30 H -0.24 -2.11 1.81
31 H 0.87 -2.55 3.08
32 C -2.92 2.48 1.40
33 C -2.74 1.87 2.78
34 O -1.95 0.68 2.70
35 H -3.41 1.77 0.73
36 H -3.52 3.39 1.44
37 H -1.95 2.72 0.97
38 H -3.70 1.59 3.21
39 H -2.25 2.58 3.45
40 H -1.10 0.94 2.33

The total energy comes out at -44370.45533 eV. The net charge is +1. Its multiplicity is 1.